The following is a quantum chemistry calculation of a cluster of 2 separate species, C8H8FNO3 in total in a non-equilibrium geometry, from the Open Molecules 2025 dataset.

Last column: natural (NBO) charge in e.
Atoms and positions in Å:
O1 -1.821 -0.631 1.936  -0.484
N1 -2.504 -0.146 1.050  0.319
O2 -2.293 -0.647 -0.223  -0.563
C1 -3.447 0.728 1.053  0.344
F1 -3.595 1.507 2.144  -0.300
H1 -2.102 -1.649 -0.180  0.495
H2 -4.003 1.055 0.112  0.199
O3 -1.028 1.999 0.347  -0.537
C2 0.126 1.773 0.529  0.448
C3 0.934 0.714 -0.155  -0.178
C4 2.281 0.385 0.335  -0.165
C5 3.042 -0.666 -0.234  -0.232
C6 2.383 -1.487 -1.196  -0.171
C7 1.068 -1.210 -1.564  -0.235
C8 0.340 -0.167 -1.035  -0.148
H3 0.810 2.416 1.111  0.103
H4 2.799 0.981 1.064  0.213
H5 4.059 -0.911 0.220  0.227
H6 2.949 -2.366 -1.674  0.221
H7 0.644 -1.795 -2.250  0.202
H8 -0.641 0.117 -1.390  0.243

Its net charge is 0. The total energy is -689.8055 hartree. The HOMO energy comes out at -8.98 eV. The value obtained for the frontier orbital gap is 9.049 eV.